18
Properties=species:S:1:pos:R:3:forces:R:3 method="wB97M-V/def2-TZVPD" total_charge=-1 molar_mass_da=119.21 relative_energy_ev=0.859 spin_multiplicity=1 lumo_ev=3.75 smiles=CNC[C@H](N)C[S-]
N 1.3528 1.5325 0.7884 0.8 -0.8 0.7
C 0.6858 0.3001 0.3018 0.3 0.8 -1.7
C 1.5955 -0.4225 -0.7698 -1.0 0.4 0.9
S 3.2804 -0.7473 -0.1756 -0.1 -0.2 0.0
C -0.6373 0.8537 -0.2863 -1.1 -0.1 1.7
N -1.7343 -0.0701 -0.6972 1.8 -0.3 -1.0
C -2.0047 -1.1336 0.2545 -0.9 1.0 1.4
H 1.2449 1.5332 1.8047 -0.2 0.3 -0.2
H 2.3594 1.2971 0.7184 -0.2 0.1 -0.2
H 0.4601 -0.3963 1.1113 0.2 -0.1 0.0
H 1.0045 -1.3172 -1.0077 0.4 -0.3 -0.2
H 1.6310 0.1792 -1.6869 -0.1 0.1 0.1
H -0.4693 1.5923 -1.0645 0.2 -0.2 -0.3
H -1.0568 1.4462 0.5454 0.0 0.0 -0.1
H -1.3120 -0.5206 -1.5040 -0.3 -0.1 -0.3
H -1.1806 -1.5343 0.8525 0.3 -0.2 -0.6
H -2.5742 -1.9355 -0.2098 0.0 0.0 0.0
H -2.6451 -0.6570 1.0249 -0.1 -0.4 -0.2

55
Properties=species:S:1:pos:R:3:forces:R:3 method="wB97M-V/def2-TZVPD" molar_mass_da=414.44 relative_energy_ev=19.384 spin_multiplicity=1 lumo_ev=-0.11 smiles="O=C(NCc1cc(C(F)(F)F)ccc1F)[C@@H]1CCC(=O)N(C2CCCCCC2)C1"
O -0.7980 1.3925 2.9329 1.7 0.5 -1.7
C 0.3626 1.4828 2.4539 -1.6 -3.3 5.9
N 0.7785 2.2985 1.5576 6.0 3.1 -2.8
H 1.8212 2.3993 1.2886 -2.2 -1.1 1.2
C 0.1023 3.3628 0.7985 -5.6 -7.3 7.5
C -0.0860 2.8826 -0.4401 -1.2 -2.1 -5.6
C -1.3218 2.5068 -0.9184 4.1 -2.7 -8.0
C -1.1999 1.8361 -2.4435 -1.2 2.5 5.0
C -0.0386 1.8112 -3.1634 -4.4 -0.9 -1.0
C 1.0383 2.3527 -2.6369 6.3 0.6 2.7
C 1.0259 2.5700 -1.2071 3.0 2.8 -4.0
F 2.3226 3.0831 -0.7312 -2.6 -1.1 -0.3
H 2.0762 2.4429 -3.2646 -2.7 -0.2 2.0
H -0.2229 1.4126 -4.1393 1.0 0.0 -0.8
C -2.4669 1.3746 -3.0868 -3.0 6.7 4.7
F -2.4873 0.1979 -3.3562 0.1 -6.2 -2.8
F -3.6390 1.5488 -2.1866 1.7 -0.7 0.6
F -2.9674 2.2168 -3.9908 1.2 -0.2 -2.3
H -2.2371 2.2318 -0.5983 -2.8 0.3 2.1
H 0.2411 4.2483 1.0989 2.3 6.9 1.6
H -0.9127 3.1261 1.3911 1.0 1.2 -1.4
C 1.4722 0.4836 3.3613 2.2 -2.1 -16.4
C 1.1185 -0.9825 2.7711 -1.3 3.7 3.1
N 1.0458 -0.9548 1.4350 2.0 1.1 -10.4
C 2.1366 -0.4133 0.4224 -3.4 5.4 3.2
O 1.8183 0.0081 -0.7089 1.3 -2.7 2.3
C 3.2555 0.4962 1.2746 -5.0 -15.1 6.2
C 2.9326 0.6586 2.7125 -2.3 7.7 2.1
H 3.1785 1.9434 2.9600 -0.7 -3.2 -0.8
H 3.5638 0.3531 3.4457 2.4 -1.8 1.4
H 3.6975 0.9606 0.6594 5.6 7.9 -7.7
H 4.0249 -0.5424 1.2730 -1.3 2.6 0.2
C 0.0235 -1.7371 0.6171 1.0 1.8 3.1
C 0.7430 -2.6050 -0.3609 -7.4 -7.3 3.7
C -0.2494 -3.2454 -1.3576 -2.6 0.4 1.0
C -1.7704 -3.8399 -0.8209 2.3 8.1 -3.5
H -1.9704 -4.5272 -1.5607 -1.3 -1.8 -0.7
C -2.8459 -2.4363 -0.7733 9.0 0.0 -3.4
H -3.6729 -2.8893 -0.7449 -7.0 -2.6 0.9
H -2.6326 -2.1963 -1.7991 -0.6 0.6 -0.9
C -2.5374 -1.2295 0.0681 3.0 -3.9 3.3
C -1.0709 -0.7888 0.2557 1.4 3.8 -7.6
H -0.6284 -0.4864 -0.9443 -1.4 -0.6 2.7
H -0.9275 0.2962 0.6002 -0.6 -2.1 0.4
H -2.4808 -1.7722 1.0978 -2.2 1.7 -0.4
H -3.1712 -0.4785 -0.3130 -1.0 1.3 0.9
H -1.6676 -3.8805 0.1433 0.6 -2.4 5.4
H 0.1030 -4.0536 -1.8757 1.9 -2.9 -0.3
H -0.3586 -2.7248 -2.2809 -0.8 1.9 -0.4
H 1.5284 -2.2924 -0.7513 6.5 3.4 -3.8
H 1.1281 -3.5874 0.2045 -0.7 2.1 -0.5
H -0.4155 -2.3061 1.3845 -0.6 -1.7 1.0
H 1.8569 -1.6678 2.9215 1.6 -2.3 2.6
H 0.0968 -1.0435 3.1016 -0.4 -1.4 0.7
H 1.2842 0.7028 4.2236 -1.4 2.1 9.9